C43H123CaF3N18O13P7S as an isolated structure in a non-equilibrium geometry, computed with the ωB97M-V functional and the def2-TZVPD basis.

Results
net charge	+1
maximum force	4.87	eV/A
highest occupied orbital energy	-9.33	eV
E	-202475.18129	eV
LUMO level	-0.1182	Eh

```
209
Properties=species:S:1:pos:R:3:mulliken_charge:R:1
Ca 6.8879 3.9019 18.6858 1.5552
C 9.8481 6.2594 21.4388 -0.0794
F 9.0293 7.2430 21.2022 -0.0174
F 10.9436 6.7285 21.9082 -0.3351
F 9.2810 5.5239 22.3925 -0.1111
S 10.0888 5.1501 19.8453 0.2379
O 10.9318 4.0421 20.1662 0.0712
O 8.6870 4.7937 19.4085 -0.0441
O 10.7415 5.9949 18.9076 -0.3200
O 6.0500 4.7731 20.7352 0.5252
P 5.3021 5.4441 21.8160 -1.3002
N 4.9158 7.0707 21.3905 0.5266
C 5.9237 8.0069 20.9085 -0.8350
C 3.5755 7.5333 21.3743 -1.0520
N 6.0008 5.5522 23.3878 0.6362
C 6.5307 6.7928 23.9211 -1.3313
C 6.4412 4.3705 24.1471 -1.2071
N 3.7989 4.7947 22.0876 0.2605
C 3.0822 4.2391 20.9528 -0.9080
C 3.3848 4.0279 23.2952 -1.0803
H 6.5959 7.6907 20.1109 0.2460
H 6.7151 8.2568 21.6152 0.0162
H 5.5115 8.9807 20.6438 0.4692
H 3.3873 8.4217 20.7714 0.3527
H 3.3824 7.8738 22.3916 0.3449
H 2.9092 6.7811 20.9518 0.2401
H 7.3986 7.0682 23.3219 0.3681
H 5.9627 7.7201 23.8464 0.3397
H 6.7272 6.7682 24.9929 0.4868
H 6.3320 3.3910 23.6817 0.3266
H 7.4841 4.5724 24.3917 0.3934
H 6.0835 4.3155 25.1753 0.3587
H 3.6618 3.3603 20.6700 -0.0839
H 2.0276 4.0851 21.1812 0.5061
H 3.0008 4.9082 20.0962 0.3307
H 2.3215 3.7985 23.2251 0.4810
H 3.4711 4.6781 24.1657 0.3126
H 3.8611 3.0658 23.4841 0.2528
O 14.3565 8.8359 15.1113 -0.9072
P 14.3211 7.3396 15.2057 0.4033
N 12.7832 6.6681 14.9422 0.5352
C 11.7535 6.9195 15.9121 -0.3359
C 12.1895 6.2146 13.6831 -1.2990
N 14.8111 6.7716 16.7300 0.4363
C 14.5632 5.3364 17.3120 -0.5659
C 15.7923 7.4690 17.5159 -1.4050
N 15.3065 6.5481 13.9645 0.0193
C 15.6087 5.0692 14.0378 -0.6653
C 15.4474 6.9494 12.5772 -0.9702
H 11.2228 6.0162 16.2127 0.3085
H 11.0175 7.6881 15.6763 0.3831
H 12.3195 7.2646 16.7774 -0.5556
H 12.6330 5.2618 13.3940 0.3480
H 12.2153 6.9745 12.9021 0.2931
H 11.1209 6.0063 13.7377 0.4766
H 14.0816 5.4319 18.2852 -0.0456
H 14.1398 4.6479 16.5807 0.0097
H 15.5925 4.9982 17.4313 0.6225
H 15.3627 8.4707 17.5111 0.3320
H 16.1356 6.9483 18.4098 0.5138
H 16.6702 7.4999 16.8705 0.3516
H 14.6689 4.6062 14.3385 0.0218
H 16.0840 4.7121 13.1241 0.4214
H 16.3115 4.9883 14.8671 0.1628
H 14.4929 6.6470 12.1466 0.3393
H 16.2344 6.4469 12.0148 0.3740
H 15.5000 8.0341 12.4833 0.2786
O 16.8244 3.9441 23.5540 -0.8265
P 15.4152 3.7407 23.0336 0.4362
N 15.3415 2.6134 21.7525 0.3299
C 16.5203 1.7112 21.4955 -1.0663
C 14.1375 2.3206 20.9642 -1.3324
N 14.5976 5.1870 22.4958 0.1623
C 14.3974 5.4953 21.0891 -0.7114
C 14.3836 6.4227 23.3361 -0.7017
N 14.2742 3.1562 24.2705 0.3148
C 14.7183 2.5089 25.4820 -1.1586
C 12.8425 3.0752 24.0907 -0.7888
H 16.2529 0.6774 21.2771 0.3115
H 17.1948 1.7279 22.3516 0.3475
H 17.0644 2.0800 20.6260 0.3237
H 13.2504 2.8321 21.3378 0.2475
H 13.8130 1.2800 20.9612 0.5121
H 14.2232 2.7693 19.9745 0.3894
H 15.0646 6.2916 20.7590 0.4585
H 14.5611 4.6441 20.4283 0.1593
H 13.3621 5.7666 20.8828 -0.0204
H 13.3262 6.5121 23.0870 0.0477
H 14.3727 6.3000 24.4191 0.3988
H 15.0338 7.2576 23.0750 0.3068
H 15.5870 1.9053 25.2190 0.2868
H 14.9828 3.2331 26.2525 0.2893
H 13.9753 1.8182 25.8806 0.4774
H 12.5997 2.1062 23.6545 0.2573
H 12.5022 3.9419 23.5241 -0.2442
H 12.4446 3.2152 25.0958 0.8255
O 14.6060 11.1645 17.9214 -0.8606
P 14.2570 11.0990 19.3739 0.1773
N 13.0598 9.9385 19.7996 0.6892
C 12.1299 9.6222 18.7921 -1.3638
C 12.9318 9.1881 20.9512 0.0062
N 13.7348 12.7010 19.9637 0.2171
C 14.7702 13.7863 19.8415 -1.0583
C 12.3353 13.0709 19.7881 -0.6640
N 15.6074 10.7733 20.4173 0.7053
C 16.8641 10.2140 19.8718 -0.6671
C 15.4842 11.0113 21.8431 -1.3095
H 11.2705 10.2909 18.8418 0.1781
H 11.9016 8.5568 18.7630 0.2757
H 12.6022 9.7670 17.8205 0.5501
H 13.5488 8.3014 20.8058 0.3931
H 11.8591 8.9961 20.9778 0.1591
H 13.3167 9.7906 21.7740 -0.5839
H 15.7179 13.4197 20.2359 0.2949
H 14.7933 14.1021 18.7985 0.3120
H 14.4626 14.6402 20.4452 0.3716
H 12.1490 14.1382 19.9082 0.3964
H 12.1144 12.7317 18.7761 0.3127
H 11.8232 12.6014 20.6280 -0.0739
H 16.5376 9.5537 19.0683 -0.0559
H 17.4826 11.0175 19.4719 0.2717
H 17.4715 9.6149 20.5502 0.3403
H 14.4956 11.3526 22.1503 0.2950
H 16.1033 11.8896 22.0258 0.4090
H 15.8251 10.1299 22.3863 0.3455
O 7.6820 2.1566 20.0749 0.8924
P 7.8232 0.9407 20.9225 -0.6257
N 8.7810 -0.1811 20.0381 0.3476
C 10.2153 -0.4736 20.3927 -1.2189
C 8.2002 -0.5731 18.6894 -1.8305
N 6.3449 0.1204 21.1541 0.2282
C 6.0927 -0.9445 22.1569 -1.0228
C 5.2179 0.4611 20.3768 -1.1597
N 8.6614 1.2130 22.3952 0.9942
C 8.7302 0.2010 23.5313 -1.3667
C 9.2126 2.4879 22.6951 -0.5295
H 10.1044 -1.3731 20.9982 0.4175
H 10.7224 0.4282 20.7358 0.2511
H 10.8102 -0.6516 19.4969 0.4023
H 7.1291 -0.6802 18.8608 0.3741
H 8.6011 -1.5204 18.3287 0.3853
H 8.2975 0.2639 17.9980 0.8197
H 5.0960 -1.3761 22.0662 0.4125
H 6.6781 -1.7780 21.7686 0.3733
H 6.3067 -0.6365 23.1803 0.1405
H 4.8546 1.3406 20.9085 0.4007
H 5.4561 0.7090 19.3424 0.1157
H 4.4937 -0.3469 20.2732 0.4613
H 7.8393 0.2705 24.1554 0.3219
H 9.1078 -0.7737 23.2223 0.2565
H 9.5800 0.5537 24.1158 0.4805
H 9.0315 2.8813 23.6954 0.5396
H 8.8694 3.2222 21.9664 -0.5937
H 10.2763 2.4644 22.4583 0.1133
O 9.3990 11.3405 26.5999 -0.8310
P 10.2048 11.2791 25.3515 0.2307
N 10.1204 9.8029 24.5437 0.3690
C 10.4557 8.5540 25.2194 -1.0817
C 10.0953 9.6589 23.0922 0.0482
N 11.8705 11.6742 25.4746 0.2610
C 12.8757 11.3141 24.4750 -0.6545
C 12.4076 12.6446 26.3776 -1.1445
N 9.6609 12.5065 24.2662 0.3772
C 9.6826 13.8961 24.6711 -1.1035
C 8.4041 12.2246 23.5547 -1.0910
H 11.5057 8.6274 25.5024 0.3387
H 10.2508 7.6920 24.5844 0.3251
H 9.8519 8.4630 26.1223 0.3019
H 9.0581 9.6061 22.7610 -0.0440
H 10.7054 8.8202 22.7568 -0.3915
H 10.5047 10.6333 22.8259 0.3609
H 13.0333 10.2381 24.5495 0.1531
H 12.4306 11.5724 23.5141 0.0458
H 13.8769 11.7154 24.6315 0.4786
H 11.6940 12.9604 27.1386 0.3374
H 13.2227 12.0973 26.8512 0.4524
H 12.6770 13.5406 25.8185 0.3250
H 9.6844 13.9657 25.7589 0.3755
H 10.4578 14.4986 24.1976 0.2429
H 8.7443 14.4266 24.5094 0.4131
H 7.5369 12.8362 23.8038 0.4916
H 8.1002 11.2108 23.8155 0.2390
H 8.5293 12.2599 22.4724 0.2276
C 12.3346 1.8090 17.0039 -0.9048
C 10.8331 2.0906 17.3462 0.9389
O 10.0794 1.3745 16.3634 -0.3320
P 8.6765 2.0813 15.8265 -0.2976
O 7.8496 2.6479 16.9526 0.0165
O 9.1760 3.0814 14.5392 -0.3142
C 10.1831 2.4977 13.7093 0.2621
C 10.2005 3.1199 12.3303 -1.4652
O 7.9225 0.8710 15.0920 -0.1329
C 6.9058 1.1106 14.1884 -0.2366
C 6.9396 -0.1598 13.3075 -1.2081
H 12.4724 0.7360 16.8699 0.3648
H 12.7274 2.5569 16.3152 0.0816
H 12.7957 2.0622 17.9585 0.0520
H 10.7427 1.7860 18.3889 -0.2757
H 10.7027 3.1666 17.4621 -0.0047
H 11.1709 2.5582 14.1662 0.0238
H 10.1311 1.4124 13.6237 0.3555
H 9.5512 2.6683 11.5802 0.4015
H 10.0205 4.1940 12.2865 0.2923
H 11.1681 2.8120 11.9338 0.4073
H 5.9530 1.0151 14.7091 0.2458
H 7.1095 2.0506 13.6755 0.3845
H 7.9726 -0.3930 13.0495 0.3088
H 6.6069 -0.9714 13.9547 0.3202
H 6.5743 -0.0710 12.2844 0.3733
```